Arrangement w

C2H10O2S | ωB97M-V/def2-TZVPD

Positions of all 15 atoms, in Å:
C  0.202  -0.307  0.861
S  1.934  -0.738  0.608
C  1.801  -1.695  -0.936
H  -0.183  0.196  -0.010
H  0.176  0.408  1.674
H  -0.431  -1.146  1.151
H  2.341  -1.159  -1.706
H  2.292  -2.663  -0.809
H  0.763  -1.923  -1.164
O  -1.477  2.560  -0.845
H  -1.869  3.381  -1.186
H  -0.956  2.247  -1.598
O  -3.389  0.421  -0.067
H  -2.886  1.243  0.049
H  -3.354  -0.079  0.752



Arrangement x

C2H10O2S | ωB97M-V/def2-TZVPD

Positions of all 15 atoms, in Å:
C  1.635  0.485  -2.118
C  1.001  0.348  -0.633
S  0.686  -1.494  -0.150
H  2.611  -0.099  -2.229
H  0.828  0.275  -2.895
H  1.831  1.525  -2.202
H  -0.036  0.878  -0.537
H  1.701  0.757  0.146
H  1.903  -1.923  -0.423
O  -2.294  0.335  0.505
H  -2.939  0.095  -0.198
H  -1.570  -0.305  0.331
O  -1.962  -0.670  3.448
H  -1.607  -0.140  4.248
H  -1.788  -0.066  2.707



Verdict on stability: arrangement w comes out on top.



Arrangement w

C2H9N2O2 | ωB97M-V/def2-TZVPD

Positions of all 15 atoms, in Å:
N  0.334  1.448  -1.609
C  -0.673  1.455  -0.708
O  -1.895  1.537  -1.244
O  -0.502  1.525  0.518
H  1.241  1.560  -1.177
H  0.187  1.927  -2.485
H  -2.051  0.847  -1.903
C  0.569  -1.942  0.689
N  0.300  -0.681  1.446
H  0.570  -2.792  1.362
H  -0.215  -2.037  -0.065
H  1.537  -1.846  0.212
H  1.098  -0.421  2.022
H  -0.473  -0.863  2.085
H  -0.028  0.284  0.856

Its total charge is +1.



Arrangement x

C2H9N2O2 | ωB97M-V/def2-TZVPD

Positions of all 15 atoms, in Å:
N  0.626  0.259  -2.517
C  0.638  1.090  -1.213
C  0.384  0.107  -0.120
N  -0.826  0.323  0.527
O  0.968  -0.948  -0.115
H  -0.155  0.563  -3.080
H  0.780  -0.706  -2.161
H  1.490  0.435  -3.029
H  1.624  1.542  -1.139
H  -0.025  1.944  -1.319
H  -1.035  1.223  0.933
H  -0.971  -0.377  1.262
H  -0.863  -1.261  3.544
H  -2.336  -1.231  3.324
O  -1.544  -0.689  3.148

Its total charge is +1.



Verdict on stability: arrangement w comes out on top.



Arrangement w

C15H25N5O3 | ωB97M-V/def2-TZVPD

Positions of all 48 atoms, in Å:
C  0.152  3.712  -3.537
N  0.868  3.074  -2.456
C  0.307  2.903  -1.284
O  -0.839  3.208  -0.999
C  1.173  2.255  -0.208
C  1.155  3.145  1.082
C  -0.020  2.973  1.987
C  -0.054  2.264  3.181
N  -1.358  2.306  3.689
C  -2.078  2.977  2.795
N  -1.306  3.323  1.756
N  0.748  0.866  0.127
C  0.809  -0.151  -0.725
O  1.312  -0.045  -1.839
C  0.251  -1.504  -0.247
C  -1.194  -1.772  -0.825
C  -2.099  -2.780  -0.098
C  -1.516  -4.197  0.099
C  -2.530  -2.253  1.276
N  1.202  -2.524  -0.660
C  2.328  -2.658  0.055
C  3.196  -3.797  -0.359
O  2.522  -1.992  1.050
H  -0.142  4.755  -3.258
H  -0.759  3.128  -3.737
H  0.765  3.775  -4.427
H  1.743  2.626  -2.652
H  2.203  2.221  -0.571
H  2.067  2.909  1.628
H  1.183  4.171  0.781
H  0.811  1.787  3.643
H  -3.115  3.186  2.842
H  -1.646  3.897  0.987
H  0.359  0.703  1.076
H  0.123  -1.467  0.835
H  -1.117  -2.099  -1.848
H  -1.706  -0.791  -0.872
H  -3.032  -2.837  -0.666
H  -2.271  -4.842  0.612
H  -1.240  -4.590  -0.856
H  -0.608  -4.190  0.744
H  -3.362  -2.833  1.642
H  -1.714  -2.336  2.017
H  -2.898  -1.244  1.163
H  1.042  -3.107  -1.500
H  3.094  -3.948  -1.406
H  4.220  -3.507  -0.237
H  2.971  -4.702  0.198



Arrangement x

C15H25N5O3 | ωB97M-V/def2-TZVPD

Positions of all 48 atoms, in Å:
C  1.618  -0.386  -4.179
N  1.209  -0.444  -2.705
C  1.429  -1.527  -1.979
O  2.059  -2.526  -2.354
C  0.912  -1.353  -0.558
C  1.717  -2.289  0.377
C  1.131  -2.244  1.852
C  -0.011  -2.796  2.268
N  -0.318  -2.237  3.507
C  0.724  -1.396  3.881
N  1.643  -1.377  2.911
N  0.976  -0.031  0.007
C  -0.181  0.600  0.386
O  -1.231  0.038  0.183
C  -0.096  1.945  1.120
C  0.415  1.719  2.509
C  0.658  2.924  3.377
C  -0.607  3.796  3.609
C  1.076  2.429  4.778
N  0.799  2.995  0.462
C  0.705  3.344  -0.835
C  1.726  4.504  -1.226
O  -0.024  2.879  -1.586
H  2.685  -0.592  -4.438
H  1.284  0.514  -4.419
H  0.948  -0.932  -4.825
H  0.647  0.306  -2.326
H  -0.147  -1.713  -0.492
H  1.840  -3.291  0.056
H  2.743  -2.124  0.340
H  -0.746  -3.370  1.668
H  -1.240  -2.236  3.956
H  0.800  -0.936  4.838
H  1.852  0.480  -0.048
H  -1.070  2.430  1.313
H  -0.369  1.243  3.013
H  1.358  1.175  2.490
H  1.409  3.538  2.814
H  -0.325  4.617  4.205
H  -0.899  4.274  2.744
H  -1.325  3.097  3.908
H  0.350  1.652  5.144
H  1.159  3.198  5.483
H  2.006  1.967  4.615
H  1.520  3.533  0.993
H  1.675  5.313  -0.544
H  2.698  4.147  -1.082
H  1.475  4.855  -2.175



Verdict on stability: arrangement w comes out on top.



Arrangement w

H24NO15 | ωB97M-V/def2-TZVPD

Positions of all 40 atoms, in Å:
N  -0.594  0.400  -1.139
O  0.211  0.819  -1.962
O  -0.775  1.079  -0.124
O  -0.838  -0.805  -1.080
O  1.193  -0.688  1.602
H  2.017  -0.594  1.086
H  0.903  0.205  1.616
O  0.617  3.570  -0.994
H  0.734  2.907  -1.637
H  -0.265  3.729  -0.806
O  -1.327  0.223  3.014
H  -1.686  -0.209  2.220
H  -1.141  -0.526  3.548
O  2.181  1.750  0.681
H  2.443  1.148  -0.019
H  1.531  2.344  0.393
O  0.529  3.571  1.941
H  -0.286  3.496  1.469
H  0.725  2.817  2.470
O  -2.255  -3.292  -1.261
H  -1.838  -2.486  -1.563
H  -1.642  -3.421  -0.498
O  2.928  -0.718  -0.606
H  3.354  -1.556  -0.461
H  2.495  -0.874  -1.470
O  -0.605  -2.870  1.115
H  -0.126  -2.060  1.079
H  -1.255  -2.901  1.815
O  -2.705  -0.895  0.863
H  -3.460  -1.339  0.480
H  -2.129  -0.663  0.104
O  -2.547  2.717  0.931
H  -3.182  2.201  1.424
H  -1.852  2.156  0.724
O  1.992  -0.736  -3.179
H  2.601  -0.156  -3.595
H  1.209  -0.204  -3.012
O  1.051  -3.011  -1.464
H  0.684  -2.116  -1.281
H  1.110  -3.010  -2.419

Its total charge is -1.



Arrangement x

H24NO15 | ωB97M-V/def2-TZVPD

Positions of all 40 atoms, in Å:
N  -0.213  -0.080  0.705
O  -0.985  0.889  0.967
O  -0.264  -0.415  -0.444
O  0.803  -0.086  1.420
O  3.691  0.997  1.202
H  3.158  1.124  0.449
H  3.468  0.106  1.461
O  2.370  1.167  -1.048
H  2.507  1.376  -1.992
H  1.501  1.453  -0.893
O  2.592  -1.571  -0.426
H  1.923  -1.374  0.232
H  2.911  -0.734  -0.704
O  -2.768  1.095  3.220
H  -2.138  1.317  2.564
H  -2.612  1.871  3.767
O  -1.316  1.468  -2.434
H  -1.692  0.616  -2.499
H  -1.450  1.673  -3.374
O  0.463  -2.752  2.599
H  1.062  -3.453  2.944
H  0.987  -1.971  2.759
O  1.272  -0.930  -2.945
H  1.112  -0.618  -2.075
H  0.751  -1.725  -3.003
O  -3.391  0.424  -0.252
H  -2.427  0.436  -0.067
H  -3.677  -0.484  -0.142
O  -0.226  -3.294  -0.819
H  -1.071  -3.566  -1.229
H  -0.418  -2.369  -0.662
O  0.002  2.819  -0.404
H  -0.213  2.449  -1.261
H  -0.495  2.286  0.215
O  -2.279  -1.339  -2.515
H  -2.661  -2.050  -2.170
H  -1.677  -1.062  -1.824
O  0.523  2.007  3.228
H  0.534  1.361  2.506
H  0.346  2.932  2.946

Its total charge is -1.



Verdict on stability: arrangement w comes out on top.



Arrangement w

C5H11NO | ωB97M-V/def2-TZVPD

Positions of all 18 atoms, in Å:
C  1.681  0.297  1.576
N  0.762  -0.375  0.585
C  -0.563  -0.056  0.555
C  -1.275  -0.050  1.716
C  -2.343  0.568  -1.128
C  -1.214  -0.128  -0.809
H  2.386  1.055  1.073
H  2.338  -0.376  2.162
H  1.087  0.935  2.284
H  1.191  -0.679  -0.233
H  -0.908  0.231  2.735
H  -2.337  -0.384  1.732
H  -3.196  -0.038  -1.516
H  -2.288  1.591  -0.685
H  -0.711  -0.747  -1.609
H  1.456  -1.185  -3.264
H  1.752  0.085  -2.479
O  2.184  -0.743  -2.694

Its total charge is -1. Its multiplicity is 2.



Arrangement x

C5H11NO | ωB97M-V/def2-TZVPD

Positions of all 18 atoms, in Å:
C  -2.334  1.016  -1.052
N  -1.957  0.012  0.020
C  -0.501  -0.410  -0.090
C  0.422  0.548  0.544
C  1.843  0.035  0.536
O  2.758  0.780  0.124
C  -0.204  -1.772  0.636
H  -2.789  0.567  -1.957
H  2.083  -1.527  -1.705
H  -3.113  1.614  -0.566
H  -1.490  1.742  -1.348
H  -0.301  -0.442  -1.153
H  0.369  1.610  0.165
H  0.151  0.651  1.542
H  1.836  -0.811  -1.745
H  -0.746  -1.806  1.530
H  -0.614  -2.695  -0.005
H  0.897  -1.729  0.670

Its total charge is -1. Its multiplicity is 2.



Arrangement y

C5H11NO | ωB97M-V/def2-TZVPD

Positions of all 18 atoms, in Å:
C  -0.644  0.004  -2.899
C  -0.693  -0.544  -1.405
N  0.504  -0.134  -0.684
C  1.977  -0.121  1.270
C  0.532  -0.300  0.752
C  -0.412  0.687  1.432
O  -1.402  0.354  2.023
H  0.057  0.815  -3.015
H  -1.584  0.468  -3.162
H  -0.367  -0.878  -3.585
H  -0.811  -1.696  -1.387
H  -1.684  -0.195  -1.047
H  0.317  0.904  -0.776
H  2.676  -0.702  0.705
H  2.267  0.955  1.140
H  2.101  -0.506  2.273
H  0.206  -1.207  1.220
H  -0.056  1.801  1.346

Its total charge is -1. Its multiplicity is 2.



Arrangement z

C5H11NO | ωB97M-V/def2-TZVPD

Positions of all 18 atoms, in Å:
N  0.215  -2.441  0.540
C  -0.007  -1.188  1.024
C  0.976  -0.253  1.060
C  0.693  1.145  1.330
C  1.358  2.141  0.700
C  1.096  3.566  1.005
H  -0.572  -3.072  0.519
H  1.077  -2.833  0.214
H  -0.982  -0.765  1.236
H  2.007  -0.500  0.888
H  -0.001  1.430  2.122
H  1.915  1.834  -0.201
H  1.640  4.274  0.354
H  0.055  3.906  0.846
H  1.418  3.988  1.957
H  -2.887  -3.817  -4.231
H  -4.422  -3.815  -4.466
O  -3.578  -3.600  -4.897

Its total charge is -1. Its multiplicity is 2.



Verdict on stability: arrangement y comes out on top.



Arrangement w

C6H27NO8 | ωB97M-V/def2-TZVPD

Positions of all 42 atoms, in Å:
C  -1.140  -1.715  -1.640
C  -1.448  -1.093  -0.290
N  -1.361  0.480  -0.401
C  -2.484  1.344  0.088
C  -3.492  1.250  -1.127
C  0.054  0.750  0.000
C  0.511  2.065  -0.580
O  1.555  2.601  -0.235
H  -0.195  -2.322  -1.546
H  -1.912  -2.320  -2.046
H  -0.889  -1.030  -2.479
H  -0.887  -1.484  0.501
H  -2.514  -1.377  -0.114
H  -2.158  2.262  0.473
H  -2.915  0.892  1.038
H  -4.112  1.946  -1.548
H  -2.745  1.101  -1.969
H  -3.912  0.261  -0.878
H  0.756  -0.125  -0.361
H  0.311  0.716  1.153
H  0.177  2.311  -1.522
O  3.272  0.866  2.437
H  3.405  0.583  3.204
H  3.400  1.712  2.456
O  -2.140  -0.074  3.930
H  -1.953  0.066  3.017
H  -1.356  -0.655  4.337
O  2.222  -1.393  -1.766
H  2.692  -0.733  -1.267
H  2.258  -1.233  -2.695
O  -0.663  1.086  -3.854
H  -1.058  0.945  -3.068
H  -0.875  1.748  -4.287
O  0.461  -1.070  2.994
H  0.956  -1.499  2.366
H  0.909  -1.030  3.901
O  3.959  0.175  0.012
H  3.299  0.889  -0.095
H  4.172  0.383  0.937
O  1.890  -2.662  0.662
H  2.675  -2.090  0.343
H  1.276  -2.528  -0.081



Arrangement x

C6H27NO8 | ωB97M-V/def2-TZVPD

Positions of all 42 atoms, in Å:
C  -0.694  4.777  -1.471
C  0.404  4.106  -1.136
C  0.368  2.720  -0.681
C  1.388  1.976  -0.192
C  2.810  2.515  -0.220
N  1.223  0.851  0.569
C  2.218  -0.269  0.537
H  -0.591  5.810  -1.797
H  -1.714  4.471  -1.286
H  1.310  4.654  -1.409
H  -0.627  2.344  -0.697
H  3.224  2.352  -1.250
H  2.789  3.571  -0.137
H  3.399  2.124  0.573
H  0.302  0.418  0.415
H  2.502  -0.545  -0.494
H  1.782  -1.138  0.918
H  3.114  0.084  1.071
O  -2.893  0.443  -2.975
H  -2.882  1.326  -3.427
H  -2.418  -0.264  -3.444
O  -2.294  0.097  -0.064
H  -1.935  1.035  0.110
H  -2.690  0.136  -0.981
O  1.343  -2.892  2.066
H  1.599  -3.393  2.934
H  0.651  -2.340  2.394
O  0.362  -3.505  4.738
H  -0.083  -2.634  4.683
H  -0.302  -4.084  4.409
O  -2.627  -2.185  1.438
H  -2.579  -1.495  0.717
H  -2.626  -3.012  1.067
O  -0.352  -0.246  -3.770
H  -0.136  0.028  -4.646
H  -0.440  0.581  -3.157
O  0.446  -4.655  -2.231
H  0.672  -3.778  -2.558
H  1.043  -5.138  -1.733
O  -1.309  -1.570  3.816
H  -2.002  -1.187  4.167
H  -1.758  -2.087  3.132



Verdict on stability: arrangement x comes out on top.



Arrangement w

C6H13P | ωB97M-V/def2-TZVPD

Positions of all 20 atoms, in Å:
C  -1.378  -1.541  1.299
P  -0.607  -1.681  -0.622
C  1.004  -1.076  -0.613
C  1.914  -0.591  0.563
C  1.693  -1.060  -1.867
H  -0.812  -0.784  1.844
H  -2.509  -1.498  1.079
H  -1.104  -2.443  1.741
H  2.661  -1.353  0.898
H  2.630  0.162  0.293
H  1.219  -0.152  1.295
H  2.747  -1.255  -1.776
H  1.850  -0.044  -2.304
H  1.318  -1.722  -2.672
C  -1.201  2.379  -0.177
C  -2.329  2.758  0.429
H  -0.525  2.904  -0.867
H  -1.020  1.354  0.014
H  -2.664  1.997  1.084
H  -2.887  3.648  0.360



Arrangement x

C6H13P | ωB97M-V/def2-TZVPD

Positions of all 20 atoms, in Å:
C  -0.826  -2.099  0.538
C  -1.089  -0.789  0.625
C  -1.793  0.076  -0.343
C  -0.743  0.401  -1.411
C  -2.111  1.357  0.296
H  -0.753  -2.726  -0.393
H  -0.163  -2.468  1.291
H  -0.847  -0.388  1.565
H  -2.680  -0.485  -0.784
H  -0.585  -0.484  -1.958
H  0.133  0.948  -1.063
H  -1.179  1.112  -2.195
H  -1.261  2.031  -0.003
H  -2.125  1.452  1.366
H  -3.124  1.608  -0.061
C  3.827  -0.488  0.528
P  3.456  0.938  -0.224
H  3.876  -1.276  -0.111
H  4.306  -0.585  1.452
H  3.680  1.866  0.883



Arrangement y

C6H13P | ωB97M-V/def2-TZVPD

Positions of all 20 atoms, in Å:
C  1.533  -0.316  -0.288
C  -3.900  1.142  0.327
C  -3.329  0.469  1.270
C  0.088  -0.197  -0.549
C  2.551  1.643  1.426
C  2.099  -2.272  -1.702
P  2.931  -1.094  -0.498
H  -4.271  2.121  0.418
H  -4.336  0.667  -0.565
H  -3.018  -0.586  1.197
H  -2.887  1.009  2.094
H  -0.159  -0.281  -1.613
H  -0.288  -1.096  -0.090
H  -0.351  0.706  -0.220
H  3.391  1.919  0.782
H  2.691  1.250  2.439
H  1.621  2.227  1.269
H  1.325  -2.693  -1.004
H  1.507  -1.665  -2.433
H  2.802  -2.950  -2.260



Verdict on stability: arrangement w comes out on top.